*a*
Formula: C5H9NO4
Source: the Open Molecules 2025 dataset
Level of theory: the ωB97M-V functional and the def2-TZVPD basis

Values from the calculation:
SMILES string: O/N=C1\C[C@@H](O)[C@@]12CO2.O
Frontier orbital gap: 10.19 eV

Positions of all 19 atoms, in Å:
O1 -3.889 -4.135 -2.070
N1 -2.971 -3.110 -2.060
C1 -1.847 -3.465 -2.520
C2 -1.174 -4.756 -2.922
C3 0.193 -4.022 -2.759
O2 1.179 -4.182 -3.726
C4 -0.576 -2.694 -2.687
C5 -0.389 -1.348 -3.224
O3 -0.098 -1.557 -1.870
H1 -4.717 -3.727 -1.797
H2 -1.354 -5.624 -2.275
H3 -1.386 -5.028 -3.967
H4 0.651 -4.252 -1.789
H5 0.823 -3.975 -4.596
H6 0.371 -1.642 -4.037
H7 -1.262 -0.725 -3.441
O4 -1.748 -0.455 0.140
H8 -1.246 -0.836 -0.599
H9 -1.261 0.334 0.393

---

*b*
Formula: C5H9NO4
Source: the Open Molecules 2025 dataset
Level of theory: the ωB97M-V functional and the def2-TZVPD basis

Values from the calculation:
SMILES string: N#C[C@H](O)CC(=O)CO.O
Frontier orbital gap: 10.61 eV

Positions of all 19 atoms, in Å:
N1 -1.744 -2.667 -0.969
C1 -1.151 -2.191 -0.065
C2 -0.386 -1.161 0.701
O1 0.126 -1.695 1.891
C3 -1.024 0.211 0.869
C4 -0.430 1.268 -0.044
O2 -0.589 1.110 -1.241
C5 0.784 2.079 0.377
O3 1.806 2.105 -0.569
H1 0.544 -1.067 0.118
H2 -0.542 -1.660 2.585
H3 -0.972 0.572 1.907
H4 -2.105 0.180 0.657
H5 1.151 1.694 1.349
H6 0.427 3.090 0.626
H7 1.798 1.314 -1.139
O4 1.102 -1.046 -2.542
H8 0.998 -0.485 -1.760
H9 0.209 -1.652 -2.751

---

From most stable to least stable, the computed energies give *b*, *a*.

---

*a*
Formula: C2H11N3O
Source: the Open Molecules 2025 dataset
Level of theory: the ωB97M-V functional and the def2-TZVPD basis

Values from the calculation:
SMILES string: NCN.NCO
Frontier orbital gap: 10.03 eV

Positions of all 17 atoms, in Å:
N1 1.940 0.774 -0.384
C1 3.084 -0.137 -0.354
N2 3.836 0.020 -1.578
H1 2.195 1.617 -0.893
H2 1.711 1.133 0.538
H3 3.768 0.140 0.460
H4 2.668 -1.110 -0.063
H5 4.509 -0.722 -1.656
H6 3.230 0.146 -2.373
N3 -3.678 -0.762 0.002
C2 -3.059 -0.155 1.165
O1 -3.943 0.685 1.867
H7 -3.812 -1.759 0.074
H8 -3.070 -0.623 -0.795
H9 -2.777 -0.928 1.883
H10 -2.202 0.423 0.865
H11 -4.399 1.258 1.243

---

*b*
Formula: C2H11N3O
Source: the Open Molecules 2025 dataset
Level of theory: the ωB97M-V functional and the def2-TZVPD basis

Values from the calculation:
Frontier orbital gap: 9.46 eV

Positions of all 17 atoms, in Å:
C1 0.933 1.727 0.087
C2 0.634 0.969 -1.465
O1 0.029 1.570 1.067
H1 -0.619 0.509 0.999
H2 1.931 1.335 0.335
H3 1.004 2.783 -0.199
H4 0.977 -0.060 -1.588
H5 -0.374 1.170 -1.831
H6 1.309 1.545 -2.098
N1 -0.735 -0.824 0.548
N2 0.121 -1.753 1.237
N3 -2.007 -1.323 0.210
H7 -0.261 -0.455 -0.334
H8 0.717 -1.168 1.823
H9 0.710 -2.253 0.571
H10 -2.450 -1.656 1.065
H11 -1.919 -2.117 -0.425

---

From most stable to least stable, the computed energies give *a*, *b*.

---

*a*
Formula: C2H11N3O
Source: the Open Molecules 2025 dataset
Level of theory: the ωB97M-V functional and the def2-TZVPD basis

Values from the calculation:
SMILES string: NCN.NCO
Frontier orbital gap: 10.09 eV

Positions of all 17 atoms, in Å:
N1 1.464 0.375 1.339
C1 2.538 -0.602 1.277
N2 3.822 -0.030 1.581
H1 1.631 1.217 1.863
H2 1.053 0.481 0.430
H3 2.334 -1.474 1.920
H4 2.564 -0.979 0.252
H5 3.971 0.143 2.567
H6 4.649 -0.463 1.197
N3 -2.756 0.091 -0.252
C2 -2.126 0.276 -1.527
O1 -3.020 -0.092 -2.542
H7 -3.606 0.633 -0.179
H8 -2.162 0.148 0.559
H9 -1.874 1.325 -1.738
H10 -1.206 -0.317 -1.526
H11 -3.355 -0.965 -2.299

---

*b*
Formula: C2H11N3O
Source: the Open Molecules 2025 dataset
Level of theory: the ωB97M-V functional and the def2-TZVPD basis

Values from the calculation:
SMILES string: CNOC.NN
Frontier orbital gap: 9.64 eV

Positions of all 17 atoms, in Å:
C1 2.054 -0.265 -0.392
N1 0.951 -0.930 0.184
O1 -0.172 -0.570 -0.992
C2 -1.088 -1.594 -1.280
H1 1.576 -0.221 -1.454
H2 2.952 -0.884 -0.336
H3 2.205 0.775 -0.089
H4 0.563 -0.365 0.949
H5 -1.691 -1.266 -2.131
H6 -0.576 -2.528 -1.528
H7 -1.758 -1.774 -0.433
N2 -0.260 1.484 1.694
N3 -1.234 1.753 0.649
H8 0.373 2.279 1.708
H9 -0.734 1.465 2.596
H10 -1.003 1.147 -0.136
H11 -2.158 1.494 0.990

---

From most stable to least stable, the computed energies give *a*, *b*.

---

*a*
Formula: C5H14
Source: the Open Molecules 2025 dataset
Level of theory: the ωB97M-V functional and the def2-TZVPD basis

Values from the calculation:
Total charge: +1
Frontier orbital gap (spin up / spin down): 12.11 / 4.27 eV
Expectation value of S²: 0.75
2S+1: 2

Positions of all 19 atoms, in Å:
C1 0.295 -1.758 1.469
C2 1.595 -1.186 0.996
C3 -1.066 -1.237 1.062
H1 0.480 -1.578 2.597
H2 0.322 -2.848 1.379
H3 1.331 -0.921 -0.088
H4 1.921 -0.248 1.443
H5 -0.990 -1.022 -0.015
H6 2.404 -1.904 0.854
H7 -1.358 -0.326 1.584
H8 -1.780 -2.026 1.237
C4 -0.795 1.813 -2.191
C5 -0.018 1.950 -0.919
H9 -1.870 1.748 -2.094
H10 -0.621 2.681 -2.840
H11 -0.445 0.984 -2.810
H12 0.187 0.978 -0.405
H13 -0.552 2.499 -0.144
H14 0.960 2.402 -1.114

---

*b*
Formula: C5H14
Source: the Open Molecules 2025 dataset
Level of theory: the ωB97M-V functional and the def2-TZVPD basis

Values from the calculation:
Total charge: +1
Frontier orbital gap (spin up / spin down): 11.45 / 4.12 eV
Expectation value of S²: 0.75
2S+1: 2

Positions of all 19 atoms, in Å:
C1 0.367 -1.205 -1.585
C2 1.393 -1.085 -0.500
C3 -1.000 -1.845 -1.327
H1 0.234 -0.238 -2.045
H2 0.960 -1.999 -2.180
H3 0.993 -1.533 0.445
H4 -1.682 -0.975 -1.303
H5 -1.358 -2.482 -2.143
H6 -1.029 -2.300 -0.356
H7 2.315 -1.678 -0.575
H8 1.669 -0.037 -0.318
C4 -0.389 1.993 0.710
C5 -0.359 1.843 2.221
H9 0.637 1.980 0.337
H10 -1.030 1.233 0.250
H11 -0.714 2.986 0.412
H12 -1.324 1.657 2.679
H13 0.130 2.703 2.672
H14 0.190 0.981 2.606

---

From most stable to least stable, the computed energies give *a*, *b*.